(1)
The following is a quantum chemistry calculation of a molecular structure, C17H21AgI2N5O in a non-equilibrium geometry, from OMol25.

Output
**E_HOMO**: -0.359 Ha
**LUMO energy**: -2.22 eV
**Largest force on an atom**: 2.8 eV/Å

The geometry in ORCA input format:
```
! RIJCOSX wB97M-V def2-TZVPD def2/J DEFGRID3
* xyz 1 1
Ag -1.36 -0.93 -0.04
I 1.86 0.58 4.00
C 2.42 -0.02 2.11
C 3.81 -0.15 1.82
C 4.14 -0.81 0.69
I 6.14 -1.51 0.58
C 3.13 -1.28 -0.20
C 3.45 -1.83 -1.46
C 2.44 -2.10 -2.33
C 1.10 -1.94 -1.99
N 0.83 -1.43 -0.81
C 1.78 -1.09 0.08
C 1.37 -0.44 1.27
O 0.12 -0.27 1.58
H 4.60 0.17 2.51
H 4.48 -1.94 -1.69
H 2.66 -2.52 -3.32
H 0.26 -1.95 -2.66
C -2.79 -3.83 0.31
C -3.49 -2.92 -0.55
N -3.15 -1.65 -0.75
C -4.11 -1.16 -1.59
C -5.05 -2.09 -1.85
N -4.63 -3.25 -1.21
H -1.82 -3.40 0.68
H -2.67 -4.73 -0.25
H -3.39 -4.10 1.19
H -4.05 -0.21 -2.11
H -5.88 -2.07 -2.56
H -5.14 -4.09 -1.19
N 0.08 2.92 1.87
C -1.11 2.57 0.98
C -0.60 2.36 -0.48
N 0.12 3.56 -0.80
C 1.36 3.64 -0.08
C 1.01 4.01 1.37
H 0.58 2.00 2.01
H -0.40 3.15 2.70
H -1.77 3.45 1.12
H -1.61 1.70 1.45
H -1.42 2.24 -1.19
H 0.02 1.45 -0.56
H 0.28 3.83 -1.76
H 2.09 4.39 -0.46
H 1.86 2.65 -0.03
H 0.60 5.03 1.46
H 1.85 4.02 2.12
*
```


(2)
The following is a quantum chemistry calculation of 2 unconnected molecules or ions with the total composition CH4ClOP in a non-equilibrium geometry, from OMol25.

Output
**⟨S²⟩**: 2.008
**E_HOMO (alpha / beta)**: -0.275 / -0.405 Ha
**LUMO energy (alpha / beta)**: 0.82 / -2.92 eV
**Largest force on an atom**: 5.6 eV/Å

The geometry in ORCA input format:
```
! RIJCOSX wB97M-V def2-TZVPD def2/J DEFGRID3
* xyz 0 3
C -1.51 -0.28 0.15
O 0.80 0.94 -0.08
P 0.00 0.40 0.97
Cl 3.74 0.08 -0.13
H -1.55 -1.40 0.36
H -1.55 -0.10 -1.00
H -2.43 0.35 0.33
H 2.50 0.00 -0.60
*
```


(3)
The following is a quantum chemistry calculation of 2 unconnected molecules or ions with the total composition C3H12N2O2 in a non-equilibrium geometry, from OMol25.

Output
**SMILES**: NCNCCO.O
**E_HOMO**: -0.331 Ha
**LUMO energy**: 0.89 eV
**Largest force on an atom**: 3.6 eV/Å

The geometry in ORCA input format:
```
! RIJCOSX wB97M-V def2-TZVPD def2/J DEFGRID3
* xyz 0 1
N 0.16 -1.30 -1.41
C 0.95 -1.60 -0.17
N 0.45 -1.04 1.01
C 0.47 0.40 1.30
C -0.90 0.95 1.62
O -1.92 0.49 0.71
H 0.58 -1.68 -2.25
H -0.90 -1.60 -1.27
H 2.12 -1.32 -0.23
H 0.81 -2.69 0.01
H 0.68 -1.55 1.86
H 0.79 0.91 0.41
H 1.12 0.66 2.15
H -1.03 2.07 1.80
H -1.12 0.62 2.70
H -1.53 -0.34 0.50
O 0.20 2.45 -2.92
H -0.54 2.55 -2.26
H -0.38 2.01 -3.55
*
```


(4)
The following is a quantum chemistry calculation of 2 unconnected molecules or ions with the total composition C4H13N3S in a non-equilibrium geometry, from OMol25.

Output
**SMILES**: N/C=C/N.NCCS
**E_HOMO**: -0.306 Ha
**LUMO energy**: 0.84 eV
**Largest force on an atom**: 2.0 eV/Å

The geometry in ORCA input format:
```
! RIJCOSX wB97M-V def2-TZVPD def2/J DEFGRID3
* xyz 0 1
N 2.29 0.55 1.83
C 2.06 0.26 0.45
C 2.13 1.21 -0.52
N 1.80 1.04 -1.89
H 2.89 -0.19 2.26
H 1.45 0.54 2.34
H 1.84 -0.81 0.25
H 2.49 2.20 -0.24
H 2.26 1.73 -2.47
H 0.80 1.13 -2.01
N -2.10 -2.31 0.56
C -2.08 -1.23 -0.47
C -1.47 0.00 0.18
S -1.42 1.45 -0.94
H -2.83 -2.12 1.23
H -2.34 -3.17 0.11
H -3.09 -0.96 -0.86
H -1.47 -1.58 -1.31
H -2.04 0.28 1.08
H -0.48 -0.24 0.53
H -0.70 2.22 -0.11
*
```


(5)
The following is a quantum chemistry calculation of C4H7NO2 in the gas phase in a non-equilibrium geometry, from OMol25.

Output
**SMILES**: CC1=NOCCO1
**E_HOMO**: -0.338 Ha
**LUMO energy**: 0.93 eV
**Largest force on an atom**: 2.1 eV/Å

The geometry in ORCA input format:
```
! RIJCOSX wB97M-V def2-TZVPD def2/J DEFGRID3
* xyz 0 1
C -2.31 -0.17 0.04
C -0.81 -0.30 -0.05
N -0.22 -1.39 -0.15
O 1.15 -1.39 -0.25
C 1.78 -0.28 0.35
C 1.15 0.98 -0.31
O -0.23 0.92 0.02
H -2.70 -1.20 0.11
H -2.62 0.32 -0.87
H -2.57 0.40 0.91
H 1.68 -0.26 1.44
H 2.79 -0.45 0.08
H 1.31 0.92 -1.41
H 1.58 1.91 0.09
*
```


(6)
The following is a quantum chemistry calculation of a molecular structure, C17H26ClN2O4RuS, from OMol25.

Output
**⟨S²⟩**: 6.058
**E_HOMO (alpha / beta)**: -0.400 / -0.440 Ha
**LUMO energy (alpha / beta)**: -3.95 / -5.04 eV
**Largest force on an atom**: 0.8 eV/Å

The geometry in ORCA input format:
```
! RIJCOSX wB97M-V def2-TZVPD def2/J DEFGRID3
* xyz 1 5
Ru -0.57 1.32 0.75
N -2.89 1.38 1.10
C -3.17 1.42 2.56
C -2.01 2.06 3.28
O -2.13 2.84 4.19
N -0.78 1.59 2.80
C 0.43 1.94 3.52
C 1.54 2.17 2.51
O 2.51 2.83 2.71
O 1.32 1.51 1.35
H -3.32 2.18 0.65
H -3.30 0.55 0.69
H -3.25 0.39 2.91
H -4.10 1.93 2.80
H 0.74 1.07 4.10
H 0.30 2.78 4.19
Cl 2.28 4.00 -0.50
C 1.23 3.00 -1.42
C 1.71 2.37 -2.54
C 0.87 1.54 -3.29
C -0.45 1.35 -2.94
C -0.94 2.01 -1.82
C -0.12 2.85 -1.03
C -0.68 3.33 0.24
H 2.74 2.51 -2.83
H 1.27 1.05 -4.17
H -1.10 0.72 -3.53
H -2.00 1.95 -1.57
H -1.71 3.65 0.20
H -0.05 3.96 0.86
C -1.11 -5.40 -1.59
C -0.74 -3.93 -1.69
C -0.69 -3.28 -0.30
S -0.01 -1.62 -0.37
O -0.97 -0.79 0.54
C 1.51 -1.80 0.57
C 2.68 -2.13 -0.35
C 3.08 -0.96 -1.24
H -1.16 -5.85 -2.58
H -2.08 -5.54 -1.12
H -0.38 -5.96 -1.01
H -1.46 -3.40 -2.31
H 0.23 -3.82 -2.18
H -0.11 -3.88 0.41
H -1.69 -3.13 0.11
H 1.35 -2.54 1.35
H 1.66 -0.82 1.04
H 2.46 -3.01 -0.96
H 3.52 -2.41 0.29
H 2.27 -0.67 -1.92
H 3.95 -1.21 -1.85
H 3.33 -0.08 -0.64
*
```


(7)
The following is a quantum chemistry calculation of a gas-phase ion, C5H15N2S (charge +1) in a non-equilibrium geometry, from OMol25.

Output
**SMILES**: C[C@H](N)C[NH2+]CCS
**E_HOMO**: -0.467 Ha
**LUMO energy**: -3.01 eV
**Largest force on an atom**: 2.5 eV/Å

The geometry in ORCA input format:
```
! RIJCOSX wB97M-V def2-TZVPD def2/J DEFGRID3
* xyz 1 1
C -2.41 -1.63 1.49
C -1.73 -0.76 0.39
N -1.55 -1.59 -0.82
C -0.35 -0.39 0.82
N 0.37 0.32 -0.33
C 1.64 1.05 0.08
C 2.34 1.49 -1.19
S 3.35 2.96 -0.75
H -1.92 -2.58 1.61
H -2.66 -1.03 2.37
H -3.41 -1.77 1.07
H -2.42 0.05 0.20
H -2.40 -1.99 -1.10
H -0.90 -2.33 -0.59
H -0.18 0.28 1.66
H 0.37 -1.20 0.98
H 0.48 -0.20 -1.21
H -0.23 1.09 -0.61
H 2.20 0.33 0.68
H 1.35 1.84 0.77
H 1.67 1.85 -1.97
H 2.99 0.70 -1.57
H 3.42 3.53 -1.97
*
```


(8)
The following is a quantum chemistry calculation of a molecular structure, C50H31N8SSbW in a non-equilibrium geometry, from OMol25.

Output
**E_HOMO (alpha / beta)**: -0.657 / -0.657 Ha
**LUMO energy (alpha / beta)**: -12.96 / -12.96 eV
**Largest force on an atom**: 6.7 eV/Å

The geometry in ORCA input format:
```
! RIJCOSX wB97M-V def2-TZVPD def2/J DEFGRID3
* xyz 4 1
W 0.32 0.27 -1.05
C 0.90 6.71 -2.04
C -0.51 6.76 -1.82
C -1.19 5.62 -1.44
C -0.45 4.42 -1.41
C -0.92 3.11 -1.39
N 0.27 2.20 -1.62
C 1.29 2.96 -1.90
N 2.49 2.64 -2.45
C 2.80 1.36 -2.67
C 3.86 0.93 -3.56
C 4.88 1.63 -4.23
C 5.71 0.89 -5.02
C 5.72 -0.57 -4.93
C 4.83 -1.27 -4.26
C 3.77 -0.44 -3.69
C 2.65 -0.92 -2.88
N 2.30 -2.16 -2.81
C 1.13 -2.54 -2.24
N 0.16 -1.77 -1.81
C -0.99 -2.42 -1.63
N -2.24 -2.13 -1.45
C -2.56 -0.80 -1.41
N -1.71 0.23 -1.27
C -2.48 1.40 -1.44
N -2.23 2.64 -1.38
C -3.90 1.00 -1.59
C -5.02 1.76 -1.93
C -6.14 1.10 -2.42
C -6.15 -0.29 -2.21
C -5.10 -1.04 -1.84
C -3.93 -0.36 -1.45
C -0.68 -3.84 -1.81
C -1.43 -5.00 -1.83
C -0.83 -6.19 -2.21
C 0.54 -6.20 -2.64
C 1.35 -5.12 -2.50
C 0.71 -3.91 -2.07
N 2.05 0.23 -2.30
C 0.88 4.32 -1.84
C 1.64 5.48 -2.06
H 1.34 7.71 -2.20
H -1.08 7.67 -1.83
H -2.26 5.66 -1.27
H 4.89 2.66 -4.00
H 6.63 1.29 -5.47
H 6.42 -1.16 -5.53
H 4.83 -2.31 -4.31
H -5.01 2.84 -2.19
H -6.91 1.57 -3.06
H -6.98 -0.92 -2.53
H -5.12 -2.12 -1.87
H -2.50 -5.00 -1.65
H -1.41 -7.08 -2.41
H 1.05 -7.17 -2.86
H 2.41 -5.29 -2.57
H 2.72 5.60 -2.41
S 0.74 0.12 1.10
Sb 0.06 -0.28 3.52
C -0.97 -2.10 3.30
C -0.51 -3.22 4.02
C -1.18 -4.47 3.94
C -2.29 -4.58 3.15
C -2.76 -3.46 2.47
C -2.15 -2.19 2.50
C -1.00 1.46 3.88
C -2.31 1.40 4.36
C -2.98 2.56 4.48
C -2.42 3.78 4.12
C -1.07 3.88 3.77
C -0.33 2.68 3.72
C 1.99 -0.48 4.18
C 2.34 0.48 5.09
C 3.58 0.31 5.74
C 4.43 -0.71 5.36
C 4.05 -1.67 4.41
C 2.80 -1.56 3.79
H 0.35 -3.15 4.73
H -0.72 -5.35 4.41
H -2.84 -5.52 3.10
H -3.61 -3.45 1.86
H -2.61 -1.34 2.02
H -2.82 0.51 4.76
H -4.01 2.61 4.85
H -3.07 4.65 4.21
H -0.53 4.82 3.61
H 0.72 2.81 3.38
H 1.66 1.21 5.40
H 3.98 1.08 6.46
H 5.42 -0.71 5.80
H 4.72 -2.48 4.22
H 2.58 -2.25 2.99
*
```


(9)
The following is a quantum chemistry calculation of C12H22O in the gas phase in a non-equilibrium geometry, from OMol25.

Output
**SMILES**: CC(C)CC/C(=C/CO)C1(C)CC1
**E_HOMO**: -0.330 Ha
**LUMO energy**: 0.83 eV
**Largest force on an atom**: 3.2 eV/Å

The geometry in ORCA input format:
```
! RIJCOSX wB97M-V def2-TZVPD def2/J DEFGRID3
* xyz 0 1
C 0.60 -2.99 -2.10
C 1.12 -2.69 -0.68
C 2.65 -2.96 -0.53
C 0.89 -1.19 -0.26
C -0.56 -0.69 -0.43
C -0.92 0.53 0.43
C -1.87 0.45 1.43
C -2.31 1.51 2.37
O -3.60 1.95 1.89
C -0.13 1.78 0.19
C 1.05 1.99 1.15
C 0.04 2.27 -1.24
C -0.93 3.01 -0.29
H -0.49 -2.95 -2.17
H 0.91 -4.00 -2.37
H 1.00 -2.28 -2.81
H 0.57 -3.35 0.01
H 2.90 -3.98 -0.83
H 3.26 -2.25 -1.11
H 2.92 -2.86 0.54
H 1.59 -0.55 -0.83
H 1.14 -1.12 0.80
H -1.22 -1.51 -0.12
H -0.72 -0.46 -1.48
H -2.42 -0.47 1.54
H -2.39 1.09 3.39
H -1.57 2.30 2.44
H -3.52 1.91 0.91
H 0.73 1.80 2.19
H 1.94 1.36 0.85
H 1.36 3.06 1.12
H -0.43 1.67 -2.05
H 1.01 2.69 -1.49
H -2.01 2.91 -0.47
H -0.61 4.01 0.01
*
```


(10)
The following is a quantum chemistry calculation of C20H22ClN3OS in the gas phase, from OMol25.

Output
**SMILES**: O=C(c1ccc(NC(=S)NCc2ccc(Cl)cc2)cc1)N1CCCCC1
**E_HOMO**: -0.307 Ha
**LUMO energy**: 0.41 eV
**Largest force on an atom**: 0.8 eV/Å

The geometry in ORCA input format:
```
! RIJCOSX wB97M-V def2-TZVPD def2/J DEFGRID3
* xyz 0 1
O -4.87 1.66 0.63
C -4.11 0.71 0.58
C -2.63 0.90 0.57
C -1.88 0.68 1.72
C -0.52 0.94 1.73
C 0.12 1.42 0.59
N 1.49 1.68 0.69
C 2.44 1.78 -0.27
S 2.20 1.47 -1.88
N 3.66 2.17 0.20
C 4.86 2.21 -0.60
C 5.73 1.00 -0.34
C 6.89 1.10 0.42
C 7.65 -0.02 0.69
C 7.25 -1.25 0.20
Cl 8.21 -2.65 0.53
C 6.10 -1.37 -0.56
C 5.34 -0.24 -0.82
C -0.64 1.67 -0.55
C -1.99 1.42 -0.55
N -4.55 -0.57 0.56
C -3.72 -1.73 0.33
C -4.04 -2.35 -1.03
C -5.53 -2.69 -1.10
C -6.36 -1.45 -0.82
C -5.97 -0.85 0.53
H -2.36 0.31 2.61
H 0.05 0.77 2.63
H 1.82 1.71 1.65
H 3.79 2.23 1.20
H 4.55 2.23 -1.65
H 5.40 3.13 -0.37
H 7.20 2.06 0.80
H 8.56 0.06 1.27
H 5.80 -2.33 -0.94
H 4.44 -0.33 -1.42
H -0.17 2.07 -1.44
H -2.57 1.62 -1.44
H -2.66 -1.44 0.37
H -3.91 -2.46 1.12
H -3.43 -3.24 -1.18
H -3.79 -1.63 -1.82
H -5.77 -3.10 -2.09
H -5.76 -3.46 -0.36
H -7.42 -1.69 -0.82
H -6.18 -0.70 -1.60
H -6.49 0.09 0.71
H -6.20 -1.56 1.33
*
```


(11)
The following is a quantum chemistry calculation of a molecular structure, CH4NOP in a non-equilibrium geometry, from OMol25.

Output
**E_HOMO**: -0.375 Ha
**LUMO energy**: -0.66 eV
**Largest force on an atom**: 7.9 eV/Å

The geometry in ORCA input format:
```
! RIJCOSX wB97M-V def2-TZVPD def2/J DEFGRID3
* xyz 0 1
C -0.18 -0.89 -0.78
N -0.08 -0.25 0.34
O -0.77 -1.16 -1.89
P 1.52 -1.13 0.76
H -2.34 2.07 -0.43
H -1.66 1.83 0.07
H 2.07 -0.11 -0.01
H 1.44 -0.36 1.95
*
```


(12)
The following is a quantum chemistry calculation of 2 unconnected molecules or ions with the total composition CH8N6O4S in a non-equilibrium geometry, from OMol25.

Output
**E_HOMO**: -0.364 Ha
**LUMO energy**: 0.58 eV
**Largest force on an atom**: 5.7 eV/Å

The geometry in ORCA input format:
```
! RIJCOSX wB97M-V def2-TZVPD def2/J DEFGRID3
* xyz 0 1
C 0.73 -0.25 1.06
N -0.55 -2.11 -3.18
N 0.15 -1.38 -2.61
N -0.23 -0.23 2.09
N 0.28 0.86 0.11
N 0.82 -0.74 -2.02
N 1.96 0.14 1.74
O -1.36 -0.95 -0.48
O -2.19 1.32 0.10
O -1.19 1.00 -1.99
O 0.07 2.07 0.67
S -1.33 0.47 -0.67
H 0.76 -1.30 0.41
H -1.57 -1.90 -3.10
H -0.18 -0.60 3.04
H -1.15 -0.32 1.79
H 1.04 0.88 -0.66
H 2.13 1.11 1.92
H 2.67 -0.31 1.16
H -0.87 2.23 0.62
*
```


(13)
The following is a quantum chemistry calculation of 11 unconnected molecules or ions with the total composition C20H48BF4N4O6 in a non-equilibrium geometry, from OMol25.

Output
**E_HOMO**: -0.272 Ha
**LUMO energy**: 2.36 eV
**Largest force on an atom**: 9.9 eV/Å

The geometry in ORCA input format:
```
! RIJCOSX wB97M-V def2-TZVPD def2/J DEFGRID3
* xyz -1 1
B 66.76 62.90 93.90
F 66.76 61.51 93.44
F 65.80 62.88 94.95
F 68.08 63.10 94.28
F 66.38 63.77 92.93
C 65.41 58.37 92.28
C 66.06 57.10 91.70
N 66.51 56.10 91.27
H 64.40 58.32 92.47
H 65.89 58.79 93.24
H 65.47 59.04 91.67
C 65.81 67.03 92.12
C 64.30 67.19 92.16
N 63.14 67.22 92.30
H 66.36 66.58 92.99
H 65.92 66.41 91.25
H 66.24 68.03 91.66
C 63.04 61.68 93.70
C 62.69 61.16 92.32
N 62.50 60.78 91.22
H 63.64 60.91 93.90
H 63.72 62.59 93.48
H 62.03 61.66 94.28
C 65.28 62.54 89.76
C 64.10 62.37 88.87
N 63.27 62.20 88.09
H 65.20 63.39 90.32
H 65.18 61.76 90.63
H 66.05 62.61 89.01
C 71.82 66.38 94.50
C 70.80 65.55 93.70
O 70.90 64.23 94.37
H 71.77 66.42 95.64
H 71.77 67.43 94.20
H 72.79 66.06 94.44
H 70.97 65.28 92.71
H 69.79 65.88 93.64
H 70.20 63.68 93.97
C 68.82 61.65 90.31
C 69.82 62.31 91.23
O 69.02 63.41 91.69
H 68.63 62.29 89.53
H 68.02 61.07 90.67
H 69.24 60.78 89.78
H 70.63 62.68 90.53
H 70.03 61.76 92.12
H 68.51 63.01 92.37
C 68.08 58.35 95.92
C 67.71 59.88 95.84
O 68.89 60.58 95.25
H 68.33 57.87 94.96
H 67.32 57.72 96.19
H 68.87 58.10 96.76
H 67.44 60.18 96.81
H 66.83 59.96 95.14
H 68.59 61.43 94.85
C 69.35 65.85 97.97
C 68.11 65.31 97.14
O 68.22 63.84 97.19
H 70.19 65.61 97.34
H 69.42 65.72 99.14
H 69.17 66.97 97.87
H 68.04 65.68 96.04
H 67.22 65.70 97.78
H 67.89 63.47 96.38
C 63.68 62.28 97.75
C 64.56 60.94 97.80
O 65.31 61.01 98.81
H 63.22 62.36 98.75
H 62.88 62.47 96.86
H 64.41 62.98 97.71
H 65.29 60.72 96.89
H 63.83 60.19 97.99
H 65.97 61.57 98.79
C 63.60 67.02 96.73
C 63.88 65.97 95.76
O 65.18 65.48 95.90
H 63.72 66.50 97.66
H 62.68 67.61 96.73
H 64.42 67.76 96.52
H 63.97 66.41 94.65
H 62.98 65.16 95.59
H 65.45 64.75 95.32
*
```